78
Properties=species:S:1:pos:R:3:forces:R:3 method="wB97M-V/def2-TZVPD" de_lowest_kcal_mol=50.1 lumo_ev=-2.9 orbital_gap_ha=0.121 homo_energy_ha=-0.2268
C -0.6518 -3.6412 0.3268 0.4 -0.3 -0.1
C -1.9335 -2.8133 0.4028 0.0 -0.1 0.6
C -3.1491 -3.7049 0.3415 -0.3 -0.1 0.2
C -1.8169 -1.8304 1.6503 -0.2 -0.1 -0.2
C -3.1349 -1.3034 2.1947 -0.4 0.0 -0.1
C -1.0770 -2.3980 2.8537 0.3 -0.4 0.3
O -1.0654 -0.7505 1.0837 -0.7 -0.8 0.2
B -1.0979 -0.9364 -0.3353 4.1 -0.2 1.0
C 0.4465 -1.0397 -0.9242 -1.0 -0.7 0.4
C 0.8711 -1.8080 -2.0065 0.7 0.6 -0.4
C 2.1959 -1.6752 -2.4609 -0.3 -0.3 -0.3
C 3.0666 -0.7169 -1.9434 -0.4 0.2 0.1
C 2.6029 0.0413 -0.8724 0.7 -0.5 0.4
C 1.4045 -0.2966 -0.2456 0.4 0.5 -0.4
C 2.5761 1.5732 2.3809 0.8 -0.5 1.2
C 3.4050 0.4611 2.1621 0.3 -0.4 -0.4
C 4.8205 0.6615 1.9639 -0.1 -0.4 -0.1
C 5.6704 -0.3977 1.6545 -0.2 0.3 0.5
C 5.1808 -1.7167 1.6239 -0.6 0.3 0.0
C 3.8090 -1.9483 1.8255 0.3 0.0 0.2
C 2.9356 -0.8997 2.0776 -0.1 0.1 0.1
O -1.9839 -1.9385 -0.7457 -0.2 0.5 0.4
H -0.6507 -4.4241 1.0961 0.0 0.2 -0.1
H -0.5692 -4.1267 -0.6510 -0.1 0.0 0.1
H 0.2491 -3.0179 0.4377 -0.4 -0.3 0.1
H -3.1605 -4.3841 1.2045 -0.1 0.1 -0.2
H -4.0700 -3.1066 0.3458 0.2 -0.2 0.0
H -3.1135 -4.3111 -0.5772 0.0 0.2 0.3
H -3.7456 -2.1280 2.5980 0.2 0.3 0.0
H -2.8944 -0.5951 3.0029 -0.2 -0.2 -0.2
H -3.7117 -0.7623 1.4385 0.1 -0.3 0.3
H -1.6006 -3.2979 3.2204 0.2 0.3 -0.1
H -0.0285 -2.6611 2.6569 -0.3 0.1 -0.1
H -1.0951 -1.6601 3.6692 0.0 -0.2 -0.3
H 0.1812 -2.4810 -2.5171 0.2 0.2 0.1
H 2.5262 -2.3007 -3.2819 0.0 -0.1 0.0
H 4.0855 -0.5788 -2.3250 -0.6 0.0 0.0
H 3.1937 0.8690 -0.4915 0.2 -0.3 0.2
H 1.1820 0.0824 0.7442 -0.3 0.4 -0.5
H 3.0974 2.5236 2.5161 -0.4 -0.2 -0.3
H 1.5827 1.4840 2.8061 0.1 -0.1 -0.3
H 5.2250 1.6614 2.1461 -0.1 -0.3 -0.4
H 6.7385 -0.2170 1.5134 -0.4 0.0 0.1
H 5.8633 -2.5593 1.4729 -0.3 0.4 0.0
H 3.4376 -2.9756 1.8165 0.0 0.4 -0.1
H 1.8762 -1.1218 2.2384 0.4 0.2 0.0
C -0.9686 1.2053 -0.5404 -1.7 0.4 -1.8
C -2.3456 1.5814 -0.1041 -0.6 0.6 -0.4
C -3.4556 0.7402 -0.2998 -0.2 0.2 0.2
C -4.7629 1.1728 -0.0711 0.4 0.2 -0.2
C -5.0123 2.5020 0.2771 0.0 -0.2 0.1
C -3.9382 3.3818 0.4007 0.1 -0.3 0.0
C -2.6332 2.9271 0.2072 -0.2 0.0 0.3
C 0.1079 2.1475 -0.2404 -1.1 -0.4 -1.0
C 0.7605 2.5137 -1.4429 0.1 -0.3 -0.2
C 1.7802 3.4542 -1.4442 -0.4 -0.1 0.1
C 2.0544 4.1316 -0.2505 0.2 0.0 0.2
C 1.3750 3.7976 0.9270 0.4 0.2 0.0
C 0.3978 2.7967 0.9467 0.6 -0.6 0.2
C 0.1436 1.7752 -2.5520 0.5 -0.4 0.1
C -0.9050 0.9796 -2.0410 0.1 1.3 0.5
C -1.6786 0.2070 -2.9101 0.2 0.1 -0.6
C -1.3559 0.2063 -4.2759 -0.2 0.2 0.6
C -0.3131 0.9954 -4.7787 0.3 -0.1 0.2
C 0.4766 1.7422 -3.9031 -0.3 0.1 -0.1
H -3.3103 -0.2821 -0.6389 -0.1 0.3 0.2
H -5.5745 0.4559 -0.2010 0.1 0.3 0.0
H -6.0328 2.8375 0.4396 0.1 0.0 0.0
H -4.1030 4.4363 0.6186 0.0 -0.2 0.0
H -1.8186 3.6479 0.2542 -0.2 -0.2 0.0
H 2.3047 3.6557 -2.3763 0.0 0.2 0.2
H 2.8297 4.8974 -0.2185 -0.2 -0.2 0.0
H 1.6299 4.2897 1.8654 -0.1 0.1 -0.3
H -0.0866 2.4536 1.8597 -0.1 0.4 -0.1
H -2.5065 -0.3942 -2.5422 0.2 0.1 -0.2
H -1.9392 -0.4177 -4.9495 0.1 0.2 0.1
H -0.1222 1.0103 -5.8527 0.1 -0.1 0.3
H 1.3290 2.3192 -4.2508 -0.1 0.0 -0.2

=====

81
Properties=species:S:1:pos:R:3:forces:R:3 method="wB97M-V/def2-TZVPD" total_charge=+2 lumo_ev=-7.3 orbital_gap_ha=0.208 homo_energy_ha=-0.4768
Bi -0.0639 0.1437 0.0408 0.7 0.9 -1.3
Cl -1.1005 2.3446 0.6694 0.6 -1.4 -0.4
P -2.3207 -0.4867 -1.3505 -2.2 -0.2 -0.3
P 2.2523 0.8836 1.2965 1.3 0.7 1.5
C -2.4168 -2.2301 -1.8800 0.3 -0.3 0.1
C -2.5305 0.5143 -2.8590 0.3 0.2 -0.3
C -3.7419 -0.1888 -0.2521 -0.2 0.3 0.1
C 2.0764 0.9239 3.1062 0.0 -0.1 0.3
C 3.7007 -0.1802 0.9962 -0.1 -0.4 -0.5
C 2.6681 2.5482 0.6679 -0.3 0.1 0.0
C -3.3661 -3.1171 -1.3517 0.1 0.2 0.0
C -3.3675 -4.4552 -1.7480 0.1 0.0 -0.1
C -2.4188 -4.9253 -2.6595 0.0 0.2 0.1
C -1.4501 -4.0488 -3.1602 0.0 0.0 -0.1
C -1.4449 -2.7092 -2.7803 -0.1 0.1 0.3
H -4.1060 -2.7489 -0.6383 0.2 -0.2 -0.2
H -4.1234 -5.1298 -1.3464 0.2 0.2 -0.1
H -2.4447 -5.9662 -2.9905 0.1 0.4 0.1
H -0.7026 -4.4050 -3.8691 -0.2 0.1 0.2
H -0.7004 -2.0166 -3.1869 -0.2 -0.3 0.0
C -3.6824 -0.6681 1.0711 0.1 0.2 -0.3
C -4.7487 -0.4580 1.9388 0.0 0.0 -0.1
C -5.8709 0.2560 1.5055 0.1 -0.1 -0.2
C -5.9074 0.7769 0.2078 0.0 0.0 0.1
C -4.8433 0.5725 -0.6728 0.2 -0.3 0.2
H -2.7791 -1.1791 1.4233 -0.4 0.0 -0.1
H -4.7012 -0.8579 2.9519 -0.1 0.2 -0.2
H -6.7188 0.3941 2.1787 0.3 0.0 -0.2
H -6.7777 1.3370 -0.1326 0.2 -0.1 0.1
H -4.8567 0.9875 -1.6839 -0.1 -0.1 0.4
C -3.2256 0.0237 -3.9775 0.2 0.1 0.1
C -3.3078 0.8014 -5.1358 0.0 0.0 0.1
C -2.6766 2.0482 -5.2050 0.0 -0.1 0.3
C -1.9704 2.5293 -4.0974 -0.1 0.0 -0.1
C -1.9166 1.7798 -2.9265 0.1 -0.4 0.1
H -3.6818 -0.9687 -3.9428 0.1 0.3 -0.1
H -3.8612 0.4222 -5.9945 0.1 0.1 0.2
H -2.7325 2.6430 -6.1194 0.0 -0.2 0.3
H -1.4586 3.4904 -4.1473 -0.2 -0.2 0.0
H -1.3867 2.1583 -2.0491 -0.1 0.1 -0.3
C 4.7832 0.2422 0.2072 -0.3 -0.1 0.2
C 5.8332 -0.6386 -0.0605 0.0 -0.1 0.1
C 5.7983 -1.9521 0.4182 -0.2 0.3 0.0
C 4.6982 -2.3853 1.1681 0.0 0.0 0.1
C 3.6575 -1.5087 1.4640 0.0 0.2 -0.3
H 4.7906 1.2570 -0.1941 0.1 -0.3 0.1
H 6.6810 -0.2935 -0.6514 -0.2 -0.1 0.2
H 6.6254 -2.6345 0.2123 -0.3 0.2 0.0
H 4.6544 -3.4110 1.5340 0.1 0.3 -0.1
H 2.8001 -1.8417 2.0566 0.3 0.1 -0.1
C 0.7898 1.0504 3.6570 0.3 0.0 -0.2
C 0.6108 1.0646 5.0357 0.1 0.0 0.1
C 1.7162 0.9527 5.8856 0.0 0.0 -0.2
C 2.9975 0.8062 5.3432 -0.1 0.0 -0.1
C 3.1828 0.7808 3.9583 -0.2 0.1 0.0
H -0.0671 1.1447 2.9844 0.1 0.1 0.4
H -0.3928 1.1734 5.4462 0.3 0.0 -0.1
H 1.5772 0.9841 6.9691 0.1 0.0 -0.4
H 3.8624 0.7132 5.9993 -0.2 0.0 -0.2
H 4.1808 0.6409 3.5341 -0.3 0.1 0.2
C 3.1132 3.5650 1.5277 0.0 -0.2 -0.3
C 3.3888 4.8314 1.0077 0.0 -0.1 0.0
C 3.1802 5.1046 -0.3476 0.0 -0.3 0.1
C 2.6910 4.1023 -1.1930 0.1 0.0 0.0
C 2.4440 2.8256 -0.6962 -0.1 0.0 0.5
H 3.2399 3.3536 2.5922 0.0 0.1 -0.3
H 3.7718 5.6064 1.6716 -0.1 -0.2 -0.2
H 3.4052 6.0947 -0.7464 -0.1 -0.3 0.1
H 2.5083 4.3113 -2.2463 0.1 0.0 0.3
H 2.0458 2.0415 -1.3511 0.3 0.3 0.0
H -2.6545 2.2976 3.2515 0.2 0.5 -0.5
H -2.4026 2.7054 2.6547 -0.4 -0.5 0.9
C -0.4723 -3.6880 2.4944 -0.1 -0.5 0.5
C -0.1333 -2.8005 1.3801 0.4 0.6 -1.2
N 0.4673 -3.3291 0.3138 -0.4 0.3 0.4
O -0.4147 -1.5608 1.4646 0.0 -0.2 0.1
H -0.1672 -4.7145 2.2777 -0.1 0.1 0.2
H -1.5533 -3.6551 2.6591 0.1 0.0 0.1
H 0.0330 -3.3367 3.3989 -0.1 0.0 -0.1
H 0.6592 -2.7879 -0.5275 0.0 -0.4 0.3
H 0.6206 -4.3304 0.3101 0.1 0.3 -0.3

=====

86
Properties=species:S:1:pos:R:3:forces:R:3 method="wB97M-V/def2-TZVPD" de_lowest_kcal_mol=35.8 total_charge=-1 lumo_ev=2.2 orbital_gap_ha=0.114 homo_energy_ha=-0.0338
Pd -1.0601 1.3132 -0.8034 0.2 -0.8 -0.4
O -3.3652 -1.5787 -1.3774 -0.5 -0.8 0.6
P -3.2567 -2.1602 -0.0023 -0.5 1.6 -1.8
C -4.1588 -3.7192 0.2453 -0.8 0.3 -0.2
C -3.7808 -4.6457 1.2099 0.6 -0.4 0.2
C -4.4351 -5.8451 1.3527 -0.6 -1.4 -0.4
C -5.5549 -6.1235 0.5678 -0.7 0.4 -0.1
C -6.0394 -5.1654 -0.3111 1.1 1.5 0.2
C -5.3287 -3.9460 -0.4884 -0.5 -0.9 0.1
C -3.9030 -1.0695 1.2478 -1.2 0.9 1.1
C -4.1661 0.2868 0.9439 0.2 -0.3 -0.9
C -4.8330 1.1103 1.8564 -0.2 -0.8 0.2
C -5.3669 0.5280 3.0168 0.0 0.9 0.1
C -5.0701 -0.7814 3.3599 0.1 -0.1 -0.3
C -4.3411 -1.5769 2.4934 0.3 -0.2 -0.9
C -1.6332 -2.5973 0.4489 1.2 0.5 2.0
C -0.9386 -3.4299 -0.3862 0.7 0.0 -0.2
C 0.2459 -4.0158 0.0578 -0.1 -0.1 -0.1
C 0.5953 -3.8975 1.4027 0.3 -0.1 0.1
C -0.0449 -2.9641 2.2438 0.1 -0.5 -1.2
C -1.1001 -2.2399 1.7150 -0.3 -1.1 -0.6
H -2.9301 -4.4972 1.8600 0.3 0.3 -0.2
H -4.0742 -6.6770 1.9705 0.0 0.7 0.1
H -6.1450 -7.0328 0.6699 0.4 0.0 0.1
H -6.9683 -5.2732 -0.8346 -0.3 -0.3 -0.2
H -5.7308 -3.2051 -1.1906 0.5 -0.2 0.3
H -3.9359 0.6614 -0.0820 0.2 -0.2 1.1
H -4.9527 2.1631 1.6277 -0.2 -0.1 -0.1
H -6.0512 1.0950 3.6697 0.6 -0.1 -0.3
H -5.4323 -1.1925 4.2851 -0.2 -0.1 0.2
H -4.1899 -2.6462 2.6909 0.0 0.6 0.2
H -1.3341 -3.5178 -1.3859 0.2 -0.4 -0.3
H 0.8861 -4.5592 -0.6477 -0.4 -0.1 0.5
H 1.3701 -4.5754 1.7809 -0.1 0.6 0.0
H 0.2664 -2.8172 3.2633 0.2 0.0 0.2
H -1.5875 -1.4925 2.2990 -0.3 0.4 0.3
C 0.5842 2.7841 4.3248 -0.6 -0.7 0.5
N 0.5113 2.2673 2.9560 0.1 1.0 -1.3
C 1.5657 1.6315 2.3517 0.0 -1.1 0.0
C 1.1779 1.1141 1.1657 -1.4 0.3 -0.8
N -0.1620 1.5551 0.9121 2.3 0.4 2.6
C -0.4567 2.3323 1.9405 0.3 -1.2 0.9
H 1.5664 3.2533 4.5136 -0.5 -0.1 -0.2
H 0.4652 1.9331 5.0721 0.2 0.9 -0.9
H -0.2344 3.4948 4.5626 0.5 -0.3 -0.5
H 2.5135 1.5330 2.7967 0.8 -0.1 0.8
H 1.6921 0.5061 0.4006 -0.4 0.6 0.8
H -1.3137 2.9622 2.0185 -0.6 0.0 0.0
C 5.8685 4.3174 -1.0671 -0.3 0.0 -0.4
N 4.6712 3.4857 -1.3153 1.2 2.4 0.0
N 4.5284 2.1227 -1.2324 -0.6 -0.3 -0.3
C 3.1771 1.8270 -1.5313 -2.1 -0.7 -0.2
O 2.6731 0.6905 -1.6186 1.3 1.2 0.1
C 2.4980 3.1073 -1.6972 1.4 0.2 0.3
C 3.4768 4.0679 -1.6211 -0.8 -0.9 0.5
C 3.3126 5.5507 -1.7322 -0.9 -0.2 0.4
C 5.4460 1.1978 -0.7230 1.3 -1.2 -0.4
C 6.8402 1.1612 -1.0348 -1.3 0.5 -0.5
C 7.6373 0.0965 -0.6434 0.4 0.5 -0.1
C 7.1192 -0.8949 0.1746 -0.2 0.3 0.0
C 5.7688 -0.8630 0.4950 0.0 -0.6 0.8
C 4.9281 0.0988 -0.0331 -1.5 0.7 0.6
H 6.1351 4.8585 -2.0229 -0.2 -0.5 1.0
H 6.7120 3.6733 -0.7869 -0.4 0.4 0.1
H 5.6615 5.0939 -0.2676 0.3 -1.0 -0.8
H 1.4349 3.2936 -1.6429 -0.1 -0.4 -0.5
H 2.2752 5.7421 -2.0763 0.7 0.0 0.2
H 4.0163 5.9980 -2.4161 0.2 0.1 -0.3
H 3.4314 6.0460 -0.7567 0.0 -0.2 -0.2
H 7.2338 1.9414 -1.6841 0.1 -0.3 0.1
H 8.6883 0.0970 -0.9708 -0.5 -0.1 0.3
H 7.7536 -1.6579 0.5791 0.2 -0.3 0.1
H 5.3940 -1.5639 1.2707 0.1 0.3 -1.0
H 3.8132 0.0766 0.1073 1.5 -0.2 0.1
Cl 0.8037 0.0904 -5.7325 1.1 -0.4 -0.8
C -0.5599 0.4172 -4.7914 -1.5 0.6 0.7
C -1.8238 0.4695 -5.3672 0.1 -0.4 -0.2
C -2.9466 0.6947 -4.5661 1.0 0.1 0.5
C -2.7525 0.9966 -3.2280 2.0 0.5 -0.8
N -1.4717 1.1504 -2.7703 -1.3 -1.5 0.7
C -0.4016 0.7512 -3.4452 0.3 0.2 -1.1
H -1.8903 0.2853 -6.4400 -0.2 0.0 0.3
H -3.9348 0.6864 -4.9444 -0.8 -0.1 -0.5
H -3.5665 1.2110 -2.5470 0.3 0.1 0.0
H 0.6309 0.7619 -3.0199 -1.2 0.2 0.0
Br -2.1457 3.6386 -0.6854 -1.0 1.8 0.2

=====

102
Properties=species:S:1:pos:R:3:forces:R:3 method="wB97M-V/def2-TZVPD" de_lowest_kcal_mol=181.6 multiplicity=3 lumo_ev="-1.5 / -2.3" orbital_gap_ha="0.238 / 0.218" homo_energy_ha="-0.2946 / -0.3009"
Mo 0.5915 0.4736 0.6226 -0.3 1.3 -0.9
Br -0.4246 -7.3241 -0.4731 0.0 0.0 0.0
C -1.7176 -6.3756 0.5296 0.0 0.0 0.0
C -3.0556 -6.4876 0.1991 -0.1 0.0 0.0
C -3.9958 -5.7748 0.9299 -0.1 0.0 -0.1
C -3.5997 -4.9302 1.9555 -0.1 0.5 -0.3
C -2.2512 -4.8571 2.2993 0.0 -0.1 0.2
C -1.3087 -5.5874 1.5948 -0.1 0.1 0.1
N -4.6391 -4.2342 2.6731 0.8 -0.7 0.8
N -4.4381 -3.1578 3.2612 -0.9 0.7 -0.9
C -3.4378 -2.2045 2.9073 0.3 -0.5 0.0
C -2.9650 -1.4520 3.9496 0.2 0.0 0.2
C -1.8916 -0.5451 3.8207 -0.2 0.0 0.3
C -1.3221 -0.3797 2.5946 -0.1 -0.4 -0.6
O -0.3124 0.4209 2.3019 -0.2 0.0 0.9
C -1.8351 -1.1094 1.4767 0.1 0.3 0.2
N -1.1910 -0.8405 0.3082 -0.4 -0.3 0.2
C -1.6725 -1.3504 -0.8025 0.0 0.1 -0.2
C -2.8295 -2.1442 -0.8068 0.0 0.0 -0.2
C -3.4595 -2.4471 0.3642 0.0 0.0 0.2
C -2.9292 -1.9658 1.5848 -0.3 -0.1 0.0
H -3.3617 -7.1204 -0.6223 0.0 0.0 0.0
H -5.0491 -5.8406 0.6835 0.0 0.0 0.0
H -1.9429 -4.2413 3.1335 0.1 0.0 0.0
H -0.2633 -5.5366 1.8664 0.0 0.0 0.0
H -3.4080 -1.6324 4.9217 0.0 0.1 0.0
H -1.5079 -0.0065 4.6774 0.0 0.0 0.0
H -1.1718 -1.0753 -1.7233 0.0 0.0 0.0
H -3.2240 -2.4895 -1.7526 0.0 0.0 0.0
H -4.3769 -3.0143 0.3465 0.0 -0.1 0.1
C -0.8479 6.0392 2.5985 0.1 0.0 -0.2
C -1.0486 4.9742 1.4853 0.1 -0.3 0.3
S -1.8598 3.4039 2.1056 0.0 0.3 0.2
C -1.8360 3.4174 3.9197 0.1 0.0 -0.2
C -0.4802 3.2847 4.6483 0.0 0.0 -0.2
S 0.9795 3.4067 3.5824 0.1 -0.1 -0.1
C 1.9495 4.6837 4.3964 -0.1 0.0 0.0
C 1.3339 6.0792 4.3853 0.0 0.0 -0.2
S 0.8320 6.7228 2.7602 0.0 -0.1 0.0
H -1.1011 5.6566 3.5800 -0.1 0.1 0.0
H -1.5068 6.8791 2.3818 0.0 0.0 0.1
H 0.7989 4.4537 1.3520 -0.1 0.0 0.0
H -1.7763 5.3410 0.7671 0.0 0.1 0.0
H -2.4626 2.5458 4.1178 0.0 0.1 0.2
H -2.3833 4.2947 4.2597 -0.1 -0.1 0.1
H -0.4114 2.3121 5.1339 -0.1 0.0 0.1
H -0.3890 4.0572 5.4116 0.0 -0.1 0.1
H 2.8868 4.6653 3.8380 0.0 0.1 0.0
H 2.1679 4.3755 5.4217 0.1 0.0 0.0
H 2.0752 6.7970 4.7424 -0.1 0.0 0.1
H 0.4622 6.1447 5.0380 0.1 0.0 0.1
N 3.6736 -4.4894 -5.7223 -0.1 0.1 0.0
C 3.1807 -3.4612 -4.9492 0.0 -0.1 0.0
C 1.9370 -3.5923 -4.3099 0.0 0.0 0.0
C 1.4096 -2.5403 -3.5989 0.1 0.1 -0.1
C 2.1250 -1.3491 -3.4997 0.0 -0.1 -0.1
C 3.3600 -1.2072 -4.1092 0.0 0.0 0.1
C 3.8846 -2.2602 -4.8334 0.0 0.0 0.0
S 1.4136 -0.0019 -2.6689 -0.3 0.1 0.1
O 2.2542 1.1456 -2.7666 0.1 0.0 0.0
O 0.0414 0.0843 -3.0901 -0.1 0.0 0.1
N 1.3093 -0.4555 -1.0430 0.7 -0.8 0.4
C 2.0893 -1.4231 -0.4294 -0.6 -0.4 -0.3
N 2.8202 -2.3012 -0.9305 0.7 0.2 -0.1
C 3.6092 -3.2430 -0.3034 -0.5 -0.2 -0.1
C 4.6212 -3.1494 0.5569 0.2 0.2 0.1
C 2.3733 -1.6662 1.9416 -1.5 -1.3 -0.2
N 1.6006 -1.4500 0.9731 1.3 0.3 -0.5
H 3.2656 -5.4009 -5.6218 0.0 0.0 0.0
H 4.6404 -4.4647 -5.9913 0.0 0.0 0.0
H 1.3923 -4.5261 -4.3906 0.0 0.0 0.0
H 0.4456 -2.6328 -3.1138 0.0 0.0 0.0
H 3.8963 -0.2728 -4.0041 0.0 0.0 0.0
H 4.8458 -2.1583 -5.3236 0.0 0.0 0.0
H 3.4428 -4.2502 -0.6732 0.0 0.0 0.1
H 5.1975 -4.0129 0.8587 -0.1 0.0 0.0
H 1.9606 -1.8996 2.9234 0.5 0.2 0.3
C -0.8708 2.9922 -6.7019 0.0 0.0 0.1
C -1.0901 2.8675 -5.2174 0.0 0.0 0.0
C -2.1885 2.1792 -4.7117 0.0 0.0 0.0
C -2.3833 2.0559 -3.3437 0.0 0.0 0.0
C -1.4635 2.6304 -2.4868 0.1 0.0 -0.1
C -0.3731 3.3486 -2.9614 0.0 0.0 0.0
C -0.1894 3.4515 -4.3262 0.0 0.0 0.0
S -1.6892 2.4844 -0.7370 -0.1 -0.6 0.1
O 0.0825 4.6766 0.7337 0.0 0.1 -0.1
O -2.7233 1.4558 -0.5559 0.1 0.3 0.0
O -0.2011 1.7632 -0.4363 -0.1 0.4 -0.3
H -1.5496 2.3449 -7.2561 0.0 0.0 0.0
H 0.1533 2.7259 -6.9663 0.0 0.0 0.0
H -1.0387 4.0197 -7.0310 0.0 0.0 0.0
H -2.8916 1.7212 -5.3977 0.0 0.0 0.0
H -3.2201 1.5047 -2.9343 0.0 0.0 0.0
H 0.3339 3.7875 -2.2663 0.0 0.0 0.0
H 0.6757 3.9808 -4.7091 0.0 0.0 0.0
F 5.1267 -2.0149 1.0613 -0.1 0.0 -0.1
Te 3.7008 0.6621 2.0406 1.1 2.2 0.6
F 3.9809 1.9069 3.4829 0.1 -0.1 0.6
F 3.8860 0.2801 0.0857 -0.2 -0.8 -0.2
F 2.2797 0.2594 3.4406 -0.1 -0.7 -0.2
F 4.4682 2.2305 1.2919 0.2 0.1 -0.4
O 2.0023 1.3598 1.2742 -0.4 0.0 0.1

=====

Computed M (g/mol) in order:
536.52 830.10 848.50 1262.53
Computed max |F| (hartree/bohr) in order:
0.0823 0.0441 0.0683 0.0488